This record from the OMol25 dataset describes a structure of composition C18H23N7O4Zn. The level of theory is ωB97M-V with the def2-TZVPD basis set.

Multiplicity   1
E_LUMO (alpha / beta)   0.15449 / 0.15116 Ha
Net charge   -2
E_HOMO (alpha / beta)   -1.893 / 0.947 eV
Kohn-Sham gap (alpha / beta)   6.097 / 3.167 eV

```
53
C18H23N7O4Zn (ωB97M-V with the def2-TZVPD basis set)
Zn -0.93761 2.10358 -0.45633
N -0.46968 4.36650 -2.15651
C 0.85958 3.91955 -2.57524
C 1.67769 3.42479 -1.37564
O 2.86634 3.79124 -1.30551
N 1.02648 2.63809 -0.53057
C 1.69664 2.30447 0.71245
C 0.70595 1.95997 1.83600
O 1.17527 1.77174 2.95676
O -0.53505 1.90244 1.51220
H -0.40038 5.06146 -1.42334
H -1.00946 4.74953 -2.92025
H 0.73272 3.09405 -3.28236
H 1.46048 4.69349 -3.05645
H 2.36541 1.44328 0.61276
H 2.31930 3.13176 1.05421
C -3.87193 4.53170 -1.00602
O -3.36228 3.54254 -0.15017
C -2.88828 2.40003 -0.84910
C -3.97199 1.36615 -0.86363
H -4.21150 5.36641 -0.38901
H -4.72205 4.17013 -1.60123
H -3.10864 4.89224 -1.70571
H -4.94315 1.79648 -1.15301
H -4.10828 0.92902 0.13646
H -3.73229 0.56114 -1.56213
C 1.93933 -0.36581 -1.57074
C 0.63345 -0.89509 -1.08098
N -0.47599 -0.19076 -0.96435
C -1.44162 -1.08392 -0.53472
C -0.91020 -2.32954 -0.42963
N 0.40739 -2.20154 -0.79691
C 1.38587 -3.29799 -0.82630
N 1.20415 -4.25511 0.18373
N 0.85034 -5.58261 -0.17477
N 0.78069 -6.25440 0.98526
C 1.05814 -5.42997 2.01534
C 1.11585 -5.66414 3.40907
C 1.43182 -4.57876 4.24185
C 1.68251 -3.30715 3.74992
C 1.63375 -3.04884 2.35304
C 1.33033 -4.11971 1.53472
H 1.84775 0.71421 -1.66575
H 2.20528 -0.79731 -2.53869
H 2.74742 -0.58285 -0.86944
H -2.44685 -0.76082 -0.32605
H -1.31510 -3.28001 -0.12456
H 2.37744 -2.83566 -0.78983
H 1.28372 -3.84591 -1.76307
H 0.90597 -6.64750 3.81201
H 1.47119 -4.73682 5.31608
H 1.89294 -2.48787 4.42610
H 1.79118 -2.04591 1.97003
```

=====

This record from the OMol25 dataset describes a cluster of 2 separate species, CH2O2S4 in total in a non-equilibrium geometry. The level of theory is ωB97M-V with the def2-TZVPD basis set.

ΔE to the lowest compared entry with this formula, charge and spin   16.8 kcal per mole
Multiplicity   1
E_LUMO   -0.04791 Ha
Net charge   0
E_HOMO   -9.093 eV
Kohn-Sham gap   7.789 eV

```
9
CH2O2S4 (ωB97M-V with the def2-TZVPD basis set)
C 1.23558 0.72436 0.25350
O -4.06837 -1.12081 -0.52145
O -2.60750 0.37277 0.74165
S 0.44241 -0.22648 -1.09495
S 1.75098 -1.00599 0.43630
S -2.94346 -0.20951 -0.53815
S 3.59345 -0.93421 -0.15051
H 2.12259 1.26108 -0.18784
H 0.47432 1.13879 1.06145
```

=====

This record from the OMol25 dataset describes the molecule ClH3NOP in a non-equilibrium geometry. The level of theory is ωB97M-V with the def2-TZVPD basis set.

ΔE to the lowest compared entry with this formula, charge and spin   31.6 kcal per mole
Multiplicity   1
E_LUMO   0.02354 Ha
Net charge   0
Structure (SMILES)   NP(O)Cl
E_HOMO   -9.289 eV
Kohn-Sham gap   9.930 eV

```
7
ClH3NOP (ωB97M-V with the def2-TZVPD basis set)
N 0.88503 -0.48286 0.51149
P -0.30890 0.66267 -0.85693
O -1.40084 -0.40625 -0.90497
Cl -1.02020 1.93752 0.50793
H 1.71367 -0.96628 0.18589
H 1.23790 0.34649 0.96583
H -1.10666 -1.09129 -0.40923
```

=====

This record from the OMol25 dataset describes a structure of composition C5H9NO in a non-equilibrium geometry. The level of theory is ωB97M-V with the def2-TZVPD basis set.

ΔE to the lowest compared entry with this formula, charge and spin   136.4 kcal per mole
Multiplicity   1
E_LUMO   0.03392 Ha
Net charge   0
E_HOMO   -9.447 eV
Kohn-Sham gap   10.370 eV

```
16
C5H9NO (ωB97M-V with the def2-TZVPD basis set)
C -2.04054 -0.27342 -0.15867
C -1.16957 0.65057 0.65676
N -0.20836 0.12427 1.61645
C 0.28955 0.79998 0.41701
C 0.99640 -0.04543 -0.60167
C 2.43755 0.11956 -0.83997
O 1.68993 -1.18183 -0.09165
H -2.44661 0.23869 -1.03859
H -2.88543 -0.62122 0.44577
H -1.49237 -1.15867 -0.50019
H -1.68876 1.53219 1.03056
H -0.09350 -0.88153 1.49025
H 0.76599 1.75893 0.61391
H 0.40153 -0.41558 -1.43625
H 2.74339 -0.21900 -1.84267
H 2.70081 -0.42751 0.23895
```

=====

This record from the OMol25 dataset describes a cluster of 3 separate species, C3H10NO4 in total in a non-equilibrium geometry. The level of theory is ωB97M-V with the def2-TZVPD basis set.

ΔE to the lowest compared entry with this formula, charge and spin   197.6 kcal per mole
Multiplicity   1
E_LUMO   -0.32394 Ha
Net charge   +1
E_HOMO   -13.276 eV
Kohn-Sham gap   4.461 eV

```
18
C3H10NO4 (ωB97M-V with the def2-TZVPD basis set)
O -3.05070 0.00787 1.10277
C -2.27633 -0.11759 0.02161
O -2.71690 -0.24944 -1.13700
C -0.87190 0.20016 0.05745
C 0.34229 -0.24340 0.94192
O -0.19251 -0.99301 2.02196
N -0.31364 0.56951 -1.24453
H -3.91781 -0.33326 0.82814
H 2.09413 1.38069 -0.85259
H 0.72443 0.76304 1.36507
H 0.96655 -0.94505 0.30027
H -0.67074 -0.45652 2.64240
H 0.40519 1.26056 -1.12949
H 0.11118 -0.24192 -1.71136
H -1.27368 0.66651 -1.70126
H 4.34299 -0.65666 -0.57146
H 2.91092 0.14124 -0.52502
O 3.38654 -0.75272 -0.40891
```

=====

This record from the OMol25 dataset describes the molecule C3H4O in a non-equilibrium geometry. The level of theory is ωB97M-V with the def2-TZVPD basis set.

ΔE to the lowest compared entry with this formula, charge and spin   29.9 kcal per mole
Multiplicity   1
E_LUMO   0.03259 Ha
Net charge   0
Structure (SMILES)   C#CCO
E_HOMO   -10.211 eV
Kohn-Sham gap   11.098 eV

```
8
C3H4O (ωB97M-V with the def2-TZVPD basis set)
C -1.88781 0.12800 0.18948
C -0.71295 -0.03047 -0.04901
C 0.72270 -0.03634 -0.42931
O 1.52793 0.39525 0.63608
H -2.94480 0.14906 0.30678
H 1.00402 -1.03132 -0.81407
H 0.91854 0.60239 -1.26799
H 1.37236 -0.17657 1.42805
```

=====

This record from the OMol25 dataset describes the molecule C3H7NO2 in a non-equilibrium geometry. The level of theory is ωB97M-V with the def2-TZVPD basis set.

ΔE to the lowest compared entry with this formula, charge and spin   50.0 kcal per mole
Multiplicity   1
E_LUMO   0.02218 Ha
Net charge   0
Structure (SMILES)   NCCC(=O)O
E_HOMO   -9.666 eV
Kohn-Sham gap   10.269 eV

```
13
C3H7NO2 (ωB97M-V with the def2-TZVPD basis set)
N -1.33391 -0.86478 1.41900
C -1.05761 -0.00758 0.21556
C 0.46048 0.25261 0.16969
C 1.13149 0.10743 -1.17506
O 1.55495 -0.86395 -1.76311
O 1.24777 1.55594 -1.53271
H -0.67836 -1.61976 1.51924
H -2.31733 -1.33531 1.35866
H -1.65096 0.90446 0.21772
H -1.26310 -0.53145 -0.75994
H 0.80127 1.16694 0.77356
H 0.96169 -0.55038 0.76716
H 2.14362 1.78583 -1.20977
```